Here is a 2-piece molecular cluster, C6H15N2 overall in a non-equilibrium geometry from the Open Molecules 2025 dataset. Energies are from ωB97M-V with the def2-TZVPD basis set.

Last column: natural (NBO) charge in e.
Atoms and positions in Å:
C  0.973  -0.495  -0.093  0.178
C  0.288  0.339  0.936  0.464
C  0.053  -1.008  -1.227  -0.660
C  2.146  -1.309  0.473  -0.650
C  -0.505  0.298  2.018  -0.743
C  1.635  2.238  -0.175  -0.445
N  1.100  1.003  0.148  -0.243
N  -2.841  -0.313  -1.832  -1.088
H  -0.318  -0.295  -1.885  0.248
H  -0.829  -1.340  -0.791  0.253
H  0.389  -1.870  -1.818  0.246
H  1.841  -2.308  0.384  0.245
H  2.444  -1.021  1.472  0.229
H  2.995  -1.337  -0.214  0.249
H  -1.495  0.672  1.724  0.311
H  -0.274  0.990  2.871  0.293
H  -0.634  -0.676  2.327  0.273
H  2.699  2.368  0.173  0.253
H  1.622  2.135  -1.326  0.245
H  1.056  3.129  0.138  0.250
H  -2.685  0.257  -2.680  0.365
H  -3.303  0.287  -1.243  0.349
H  -3.644  -1.009  -2.068  0.378

Cartesian forces, eV/Å:
C 0.075 -0.011 0.255
C 5.669 1.394 -5.819
C 2.274 -1.071 0.673
C -0.290 0.792 -1.760
C -3.041 2.971 3.734
C 1.652 1.799 -2.850
N -3.589 -3.283 3.488
N -0.894 -2.654 -2.632
H -0.092 1.678 -1.115
H -1.600 -0.722 1.086
H 0.603 0.401 0.287
H -0.589 -1.645 0.634
H -0.002 0.000 0.123
H 0.137 0.629 0.093
H -0.198 -0.142 -0.130
H 0.239 -0.627 -0.777
H -0.327 -2.167 0.959
H -1.040 -0.350 -0.358
H 0.433 1.071 1.572
H 0.039 -0.831 -0.039
H -0.214 -0.651 0.396
H -1.264 1.982 2.005
H 2.022 1.437 0.175

- net charge = +1
- E_LUMO (eV) = -3.87
- F_max (eV/Å) = 8.2
- E_tot (eV) = -9436.0111
- HOMO-LUMO gap (Ha) = 0.357